[1]
ORCA calculation (wB97M-V/def2-TZVPD) on a molecular structure, C6H8F4N4O15S4V at a distorted geometry.

```
! RIJCOSX wB97M-V def2-TZVPD def2/J DEFGRID3
* xyz -3 3
O 0.25 -0.20 0.62
V -0.10 1.25 0.10
N -1.05 1.95 1.76
S -1.46 3.32 2.18
O -0.96 3.87 3.42
O -2.68 3.83 1.61
F -0.42 4.02 1.20
S -2.19 1.29 2.95
O -3.59 1.24 2.61
O -1.80 1.30 4.36
F -1.85 -0.22 2.63
N 2.37 -1.77 -2.55
S 2.28 -3.29 -2.44
O 1.54 -3.79 -1.31
O 3.29 -4.21 -3.06
F 1.17 -3.21 -3.67
S 3.41 -1.58 -1.31
O 4.65 -2.36 -1.32
O 2.83 -1.10 -0.04
F 3.94 -0.16 -1.92
O 1.82 2.13 0.51
C 2.44 1.89 1.60
O 3.57 2.31 1.78
O 1.83 1.24 2.44
H 2.44 2.71 0.05
O 0.37 2.43 -3.64
C 0.16 2.00 -2.42
O -0.30 2.71 -1.49
O 0.65 0.91 -2.07
H -0.04 3.29 -3.72
C 0.39 -3.32 1.95
C -0.66 -3.86 2.86
N -1.45 -4.30 3.61
H 0.23 -2.24 2.01
H 0.33 -3.77 0.96
H 1.38 -3.59 2.33
C -4.18 -0.23 -2.43
C -3.11 0.13 -1.45
N -2.25 0.40 -0.68
H -5.15 -0.32 -1.93
H -3.96 -1.20 -2.86
H -4.14 0.50 -3.23
*
```

Results
Electronic energy ... -122920.06400 eV
HOMO level (alpha / beta) ... 2.41 / 0.36 eV
F_max ... 7.241 eV/Å

Atomic partial charges in e from the Mulliken method, atoms 1 to 5: atom 1 (O): -0.2464, atom 2 (V): 1.2451, atom 3 (N): 0.4689, atom 4 (S): 0.7418, atom 5 (O): -0.6660

[2]
ORCA calculation (wB97M-V/def2-TZVPD) on a molecular structure, C6H8F8KNO10PS2 at a distorted geometry.

```
! RIJCOSX wB97M-V def2-TZVPD def2/J DEFGRID3
* xyz 0 2
K -15.44 -0.09 3.36
N -17.98 -0.26 2.47
S -18.55 0.98 1.89
O -18.81 2.16 2.72
O -19.32 0.83 0.65
F -17.10 1.28 1.26
S -19.30 -0.47 3.53
O -20.63 -0.75 3.04
O -19.25 0.26 4.78
F -18.79 -1.92 4.06
P -14.72 -4.05 4.13
F -13.58 -3.06 3.44
F -15.77 -2.88 4.01
F -15.13 -4.51 2.53
F -15.91 -5.11 4.70
F -13.60 -5.26 4.08
F -14.39 -3.51 5.67
C -13.82 -3.81 -1.08
C -12.39 -3.37 -0.82
O -12.57 -2.22 -0.11
C -13.88 -2.12 0.37
O -14.14 -1.22 1.21
O -14.55 -3.11 -0.19
H -13.94 -4.87 -0.86
H -14.23 -3.57 -2.06
H -11.80 -3.07 -1.69
H -11.97 -4.05 -0.07
C -16.60 3.74 7.92
C -17.46 2.61 8.30
O -17.58 1.96 6.97
C -16.50 2.24 6.28
O -16.16 1.71 5.21
O -15.80 3.18 6.87
H -15.76 4.12 8.50
H -17.16 4.55 7.45
H -18.44 2.92 8.66
H -17.18 1.93 9.11
*
```

Results
Electronic energy ... -97341.31774 eV
HOMO level (alpha / beta) ... -10.95 / -10.95 eV
F_max ... 11.544 eV/Å

Atomic partial charges in e from the Mulliken method, atoms 1 to 5: atom 1 (K): 1.1199, atom 2 (N): 0.1750, atom 3 (S): 0.9902, atom 4 (O): -0.3667, atom 5 (O): -0.3910

[3]
ORCA calculation (wB97M-V/def2-TZVPD) on a single C6H8FN molecule at a distorted geometry.

```
! RIJCOSX wB97M-V def2-TZVPD def2/J DEFGRID3
* xyz 0 1
C 0.21 -2.53 0.71
C 0.23 -1.44 -0.01
N 0.40 -0.84 -1.04
C 0.46 0.62 -1.29
C -0.50 1.45 -0.45
C -0.51 0.92 0.97
C -1.07 -0.32 1.25
F -1.03 -0.78 2.47
H 1.07 -3.02 1.02
H -0.81 -2.83 0.87
H 0.19 0.81 -2.32
H 1.51 1.09 -1.16
H -0.02 2.48 -0.36
H -1.42 1.31 -1.11
H 0.19 1.32 1.68
H -1.95 -0.70 0.79
*
```

Results
Electronic energy ... -10555.02485 eV
HOMO level ... -7.84 eV
F_max ... 4.871 eV/Å
SMILES ... C=C=NCC/C=C/F

Atomic partial charges in e from the Mulliken method, atoms 1 to 5: atom 1 (C): -1.1345, atom 2 (C): 0.8657, atom 3 (N): -0.4224, atom 4 (C): -0.5475, atom 5 (C): -0.2741